(1)
{
  "formula": "C3H4F13K4N2O19S7",
  "method": "wB97M-V/def2-TZVPD",
  "e_tot_ha": -8141.27758,
  "multiplicity": 1,
  "lumo_energy_ev": -0.5,
  "charge": -1,
  "largest_force_ev_per_a": 7.8,
  "homo_lumo_gap_ha": 0.22918,
  "e_above_lowest_kcal_mol": 0.0,
  "symbols": ["K", "K", "K", "K", "N", "S", "O", "O", "F", "S", "O", "O", "F", "N", "S", "O", "O", "F", "S", "O", "O", "F", "C", "F", "F", "F", "S", "O", "O", "O", "C", "F", "F", "F", "S", "O", "O", "O", "C", "F", "F", "F", "S", "O", "O", "O", "O", "H", "H", "O", "H", "H"],
  "xyz": [[4.138, 3.177, 2.190], [-3.039, -0.916, -0.116], [0.300, 2.702, 4.902], [1.072, 4.775, -1.726], [-0.618, -4.832, 1.853], [0.404, -6.122, 2.298], [0.227, -6.577, 3.674], [1.744, -6.259, 1.711], [-0.443, -7.226, 1.453], [0.365, -3.855, 2.567], [1.555, -3.432, 1.819], [0.443, -3.792, 4.037], [-0.527, -2.526, 2.230], [0.307, -2.806, -4.302], [1.664, -2.423, -3.423], [1.780, -1.218, -2.625], [2.909, -2.984, -3.903], [1.287, -3.408, -2.250], [0.540, -1.590, -5.213], [1.774, -1.486, -5.951], [-0.191, -0.405, -4.874], [-0.407, -2.167, -6.385], [2.162, -0.553, 4.420], [1.000, 0.203, 4.424], [2.070, -1.552, 5.275], [2.435, -1.075, 3.198], [3.677, 0.652, 4.809], [4.372, 0.202, 6.032], [4.541, 0.660, 3.628], [3.136, 1.987, 5.037], [0.107, 1.037, 0.229], [0.284, -0.057, 0.844], [0.983, 0.987, -0.780], [-1.096, 1.085, -0.191], [0.478, 2.529, 1.406], [-0.817, 2.820, 2.152], [1.591, 2.144, 2.282], [0.936, 3.622, 0.529], [-4.763, 0.771, -4.084], [-4.816, -0.511, -4.049], [-3.724, 1.241, -4.744], [-5.810, 1.238, -4.657], [-4.756, 1.611, -2.325], [-3.486, 1.270, -1.762], [-4.954, 3.098, -2.586], [-5.907, 1.030, -1.558], [-1.583, 3.024, -2.482], [-2.088, 2.317, -2.081], [-2.241, 3.595, -2.877], [1.334, 6.640, 0.456], [0.564, 7.158, 0.221], [1.085, 6.194, 1.265]]
}

***

(2)
{
  "formula": "C17H36NO2",
  "method": "wB97M-V/def2-TZVPD",
  "e_tot_ha": -874.35933,
  "smiles": "CCCCCCCCCCCCOC(=O)C[N+](C)(C)C",
  "multiplicity": 1,
  "lumo_energy_ev": -2.7,
  "charge": 1,
  "largest_force_ev_per_a": 1.2,
  "homo_lumo_gap_ha": 0.34875,
  "e_above_lowest_kcal_mol": 25.2,
  "symbols": ["C", "C", "C", "C", "C", "C", "C", "C", "C", "C", "C", "C", "O", "C", "O", "C", "N", "C", "C", "C", "H", "H", "H", "H", "H", "H", "H", "H", "H", "H", "H", "H", "H", "H", "H", "H", "H", "H", "H", "H", "H", "H", "H", "H", "H", "H", "H", "H", "H", "H", "H", "H", "H", "H", "H", "H"],
  "xyz": [[-8.968, -1.370, -0.216], [-7.796, -0.437, 0.061], [-6.565, -0.825, -0.755], [-5.391, 0.142, -0.595], [-4.735, 0.064, 0.783], [-3.595, 1.067, 0.965], [-2.370, 0.762, 0.105], [-1.227, 1.729, 0.404], [-0.036, 1.583, -0.545], [0.643, 0.213, -0.517], [1.234, -0.127, 0.851], [2.052, -1.412, 0.819], [3.190, -1.292, -0.063], [4.270, -0.724, 0.402], [4.457, -0.308, 1.514], [5.328, -0.675, -0.727], [6.625, -0.066, -0.352], [6.431, 1.336, 0.072], [7.514, -0.094, -1.530], [7.254, -0.828, 0.745], [-8.708, -2.395, 0.036], [-9.835, -1.081, 0.373], [-9.243, -1.336, -1.268], [-8.082, 0.588, -0.186], [-7.561, -0.469, 1.127], [-6.848, -0.855, -1.811], [-6.246, -1.831, -0.472], [-4.648, -0.090, -1.361], [-5.740, 1.163, -0.769], [-4.357, -0.948, 0.946], [-5.487, 0.263, 1.547], [-3.959, 2.070, 0.732], [-3.292, 1.064, 2.016], [-2.633, 0.842, -0.951], [-2.054, -0.265, 0.298], [-1.603, 2.750, 0.312], [-0.899, 1.601, 1.437], [0.702, 2.351, -0.298], [-0.378, 1.773, -1.565], [-0.073, -0.557, -0.802], [1.442, 0.207, -1.264], [0.436, -0.268, 1.578], [1.865, 0.693, 1.201], [2.413, -1.665, 1.820], [1.474, -2.238, 0.404], [4.888, -0.118, -1.558], [5.489, -1.703, -1.063], [5.964, 1.910, -0.726], [7.391, 1.786, 0.313], [5.796, 1.369, 0.956], [8.476, 0.350, -1.280], [7.075, 0.470, -2.352], [7.679, -1.119, -1.858], [7.403, -1.864, 0.448], [8.220, -0.391, 0.992], [6.619, -0.797, 1.629]]
}

***

(3)
{
  "formula": "C3H7NO2",
  "method": "wB97M-V/def2-TZVPD",
  "e_tot_ha": -323.65633,
  "smiles": "C[C@@H]1OC1=O.N",
  "multiplicity": 1,
  "lumo_energy_ev": 0.4,
  "largest_force_ev_per_a": 4.7,
  "homo_lumo_gap_ha": 0.37726,
  "e_above_lowest_kcal_mol": 78.2,
  "symbols": ["C", "C", "O", "C", "O", "H", "H", "H", "H", "N", "H", "H", "H"],
  "xyz": [[0.368, -1.484, 0.665], [-0.220, -0.106, 0.779], [-1.874, -0.216, 1.149], [-1.461, 0.277, 0.047], [-1.681, 0.996, -0.892], [0.344, -2.000, 1.623], [1.402, -1.403, 0.335], [-0.166, -2.095, -0.062], [0.161, 0.516, 1.584], [1.093, 1.448, -1.364], [0.538, 2.287, -1.516], [0.704, 0.775, -2.019], [0.792, 1.005, -0.329]]
}

***

(4)
{
  "formula": "BrClHOP",
  "method": "wB97M-V/def2-TZVPD",
  "e_tot_ha": -3451.29855,
  "s2": 2.01,
  "multiplicity": 3,
  "lumo_energy_ev": [0.2, -3.6],
  "largest_force_ev_per_a": 2.1,
  "homo_lumo_gap_ha": [0.21421, 0.26767],
  "e_above_lowest_kcal_mol": 16.0,
  "symbols": ["O", "P", "Cl", "Br", "H"],
  "xyz": [[0.527, 0.363, -0.367], [1.949, -0.287, -0.052], [2.461, -1.118, -1.957], [3.163, 1.501, -0.151], [0.545, 1.254, 0.112]]
}

***

(5)
{
  "formula": "C4H6FNS2",
  "method": "wB97M-V/def2-TZVPD",
  "e_tot_ha": -1106.97944,
  "smiles": "CS/C=C(/F)C(N)=S",
  "multiplicity": 1,
  "lumo_energy_ev": -0.1,
  "largest_force_ev_per_a": 2.0,
  "homo_lumo_gap_ha": 0.30816,
  "e_above_lowest_kcal_mol": 13.8,
  "symbols": ["C", "S", "C", "C", "F", "C", "N", "S", "H", "H", "H", "H", "H", "H"],
  "xyz": [[-0.898, -2.447, 0.888], [-1.103, -0.929, -0.045], [0.589, -0.504, -0.370], [1.155, 0.668, -0.666], [2.477, 0.600, -0.806], [0.561, 2.031, -0.691], [-0.657, 2.191, -0.116], [1.414, 3.292, -1.294], [-0.228, -2.238, 1.800], [-1.931, -2.688, 1.218], [-0.423, -3.223, 0.255], [1.230, -1.353, -0.400], [-1.008, 3.185, -0.046], [-1.177, 1.414, 0.272]]
}

***

(6)
{
  "formula": "C39H31Cl5N6RuTe",
  "method": "wB97M-V/def2-TZVPD",
  "e_tot_ha": -4497.16584,
  "s2": 1.08,
  "multiplicity": 2,
  "lumo_energy_ev": [1.9, 1.9],
  "charge": -1,
  "largest_force_ev_per_a": 1.4,
  "homo_lumo_gap_ha": [0.20302, 0.20229],
  "e_above_lowest_kcal_mol": 17.9,
  "symbols": ["Ru", "N", "C", "C", "N", "C", "C", "N", "C", "C", "N", "H", "H", "H", "H", "H", "H", "Cl", "C", "C", "C", "Cl", "C", "Cl", "C", "Cl", "C", "Cl", "N", "C", "C", "C", "N", "H", "H", "H", "H", "C", "C", "C", "C", "C", "C", "C", "C", "C", "C", "C", "C", "C", "C", "C", "H", "H", "H", "H", "H", "H", "H", "H", "H", "H", "C", "C", "C", "C", "C", "C", "Te", "C", "C", "C", "H", "H", "H", "H", "H", "H", "H", "H", "H", "H", "H"],
  "xyz": [[0.301, -0.770, -0.223], [2.266, -1.870, 3.531], [3.130, -2.403, 2.601], [2.556, -2.141, 1.393], [1.368, -1.479, 1.579], [1.211, -1.340, 2.859], [0.179, -0.564, 3.584], [-0.951, -0.110, 3.129], [-1.495, 0.641, 4.150], [-0.664, 0.632, 5.229], [0.393, -0.189, 4.881], [2.305, -2.030, 4.521], [4.040, -2.906, 2.872], [2.923, -2.339, 0.404], [-2.444, 1.136, 4.035], [-0.739, 1.077, 6.205], [1.320, -0.044, 5.257], [-2.236, 1.538, -1.220], [-1.281, 0.748, -2.457], [-0.178, -0.021, -2.085], [0.664, -0.359, -3.148], [2.203, -1.104, -2.773], [0.380, -0.103, -4.484], [1.473, -0.572, -5.740], [-0.810, 0.542, -4.812], [-1.232, 0.816, -6.469], [-1.631, 0.993, -3.786], [-3.081, 1.858, -4.185], [-2.515, -1.155, 1.199], [-3.820, -1.475, 1.209], [-4.161, -1.798, -0.086], [-2.974, -1.637, -0.822], [-1.993, -1.240, -0.038], [-1.908, -0.791, 1.946], [-4.398, -1.451, 2.117], [-5.122, -2.117, -0.449], [-2.789, -1.791, -1.872], [0.935, 0.947, 0.335], [1.381, 1.982, 0.889], [1.875, 3.042, 1.573], [2.524, 2.803, 2.883], [2.540, 3.759, 3.902], [3.128, 3.494, 5.132], [3.728, 2.266, 5.379], [3.720, 1.303, 4.373], [3.120, 1.563, 3.151], [1.709, 4.413, 1.029], [0.595, 4.710, 0.241], [0.413, 5.978, -0.286], [1.348, 6.980, -0.047], [2.475, 6.689, 0.710], [2.653, 5.419, 1.241], [2.056, 4.715, 3.737], [3.117, 4.255, 5.902], [4.199, 2.065, 6.334], [4.209, 0.349, 4.535], [3.115, 0.816, 2.364], [-0.126, 3.924, 0.047], [-0.463, 6.185, -0.886], [1.202, 7.973, -0.452], [3.226, 7.451, 0.879], [3.549, 5.195, 1.808], [3.327, -6.546, -5.580], [2.619, -5.737, -4.524], [3.165, -5.548, -3.268], [2.499, -4.837, -2.267], [3.211, -4.659, -0.955], [1.229, -4.298, -2.510], [-0.026, -3.428, -1.011], [0.686, -4.446, -3.806], [-0.641, -3.850, -4.203], [1.381, -5.162, -4.776], [4.309, -6.871, -5.233], [3.469, -5.970, -6.497], [2.754, -7.438, -5.843], [4.146, -5.963, -3.049], [4.019, -5.385, -0.852], [2.520, -4.754, -0.117], [3.655, -3.661, -0.906], [-0.677, -2.784, -3.968], [-1.465, -4.312, -3.655], [-0.808, -3.984, -5.273], [0.939, -5.268, -5.762]]
}

***

Repeat the second record exactly.
{
  "formula": "C17H36NO2",
  "method": "wB97M-V/def2-TZVPD",
  "e_tot_ha": -874.35933,
  "smiles": "CCCCCCCCCCCCOC(=O)C[N+](C)(C)C",
  "multiplicity": 1,
  "lumo_energy_ev": -2.7,
  "charge": 1,
  "largest_force_ev_per_a": 1.2,
  "homo_lumo_gap_ha": 0.34875,
  "e_above_lowest_kcal_mol": 25.2,
  "symbols": ["C", "C", "C", "C", "C", "C", "C", "C", "C", "C", "C", "C", "O", "C", "O", "C", "N", "C", "C", "C", "H", "H", "H", "H", "H", "H", "H", "H", "H", "H", "H", "H", "H", "H", "H", "H", "H", "H", "H", "H", "H", "H", "H", "H", "H", "H", "H", "H", "H", "H", "H", "H", "H", "H", "H", "H"],
  "xyz": [[-8.968, -1.370, -0.216], [-7.796, -0.437, 0.061], [-6.565, -0.825, -0.755], [-5.391, 0.142, -0.595], [-4.735, 0.064, 0.783], [-3.595, 1.067, 0.965], [-2.370, 0.762, 0.105], [-1.227, 1.729, 0.404], [-0.036, 1.583, -0.545], [0.643, 0.213, -0.517], [1.234, -0.127, 0.851], [2.052, -1.412, 0.819], [3.190, -1.292, -0.063], [4.270, -0.724, 0.402], [4.457, -0.308, 1.514], [5.328, -0.675, -0.727], [6.625, -0.066, -0.352], [6.431, 1.336, 0.072], [7.514, -0.094, -1.530], [7.254, -0.828, 0.745], [-8.708, -2.395, 0.036], [-9.835, -1.081, 0.373], [-9.243, -1.336, -1.268], [-8.082, 0.588, -0.186], [-7.561, -0.469, 1.127], [-6.848, -0.855, -1.811], [-6.246, -1.831, -0.472], [-4.648, -0.090, -1.361], [-5.740, 1.163, -0.769], [-4.357, -0.948, 0.946], [-5.487, 0.263, 1.547], [-3.959, 2.070, 0.732], [-3.292, 1.064, 2.016], [-2.633, 0.842, -0.951], [-2.054, -0.265, 0.298], [-1.603, 2.750, 0.312], [-0.899, 1.601, 1.437], [0.702, 2.351, -0.298], [-0.378, 1.773, -1.565], [-0.073, -0.557, -0.802], [1.442, 0.207, -1.264], [0.436, -0.268, 1.578], [1.865, 0.693, 1.201], [2.413, -1.665, 1.820], [1.474, -2.238, 0.404], [4.888, -0.118, -1.558], [5.489, -1.703, -1.063], [5.964, 1.910, -0.726], [7.391, 1.786, 0.313], [5.796, 1.369, 0.956], [8.476, 0.350, -1.280], [7.075, 0.470, -2.352], [7.679, -1.119, -1.858], [7.403, -1.864, 0.448], [8.220, -0.391, 0.992], [6.619, -0.797, 1.629]]
}